# 1
A 2-piece molecular cluster, C4H6O2 overall, computed with ωB97M-V with the def2-TZVPD basis set.

Geometry as XYZ:
```
12
Properties=species:S:1:pos:R:3:forces:R:3:mulliken_charge:R:1
O 1.4152 1.2250 1.0758 0.04 -0.13 -0.16 -0.579
C 1.7174 0.5770 0.0794 -0.04 -0.02 -0.04 -0.050
C 0.8442 -0.3003 -0.6461 0.18 0.31 -0.16 -0.955
C -0.5259 -0.3638 -0.2361 0.12 -0.06 0.15 0.588
C -1.5089 0.5140 0.3525 -0.02 0.16 0.26 -0.048
O -1.7107 -0.2384 -0.8788 -0.09 -0.11 -0.24 -0.382
H 2.7492 0.6219 -0.3279 -0.10 0.04 0.09 0.324
H 0.1369 -1.4023 0.2286 -0.18 -0.22 0.14 0.146
H 1.1427 -0.7976 -1.5614 -0.04 0.06 0.11 0.436
H -0.7786 -1.5936 0.5003 0.01 0.09 -0.03 0.055
H -2.1077 0.1753 1.1927 0.09 0.06 -0.11 0.253
H -1.3738 1.5829 0.2211 0.02 -0.16 0.00 0.213
```
Forces are in eV/Å.

## Properties
energy above the lowest of the compared OMol25 structures with the same formula, charge and spin = 6.542 eV
E = -306.26589 hartree
frontier orbital gap = 0.323 Ha
E_HOMO = -8.52 eV

# 2
A 3-piece molecular cluster, C3H12N2O overall, computed with ωB97M-V with the def2-TZVPD basis set.

Geometry as XYZ:
```
18
Properties=species:S:1:pos:R:3:forces:R:3:mulliken_charge:R:1
C 2.1300 -1.5350 0.4592 -0.25 0.38 -0.58 -0.392
C 2.9126 -0.4539 0.5528 -0.44 -1.29 0.34 -0.455
N -0.3297 2.3398 0.1466 -0.64 -0.29 -0.20 -0.705
H 2.0842 -2.3852 1.1244 0.08 0.37 0.59 0.246
H -0.3780 0.1770 0.4161 0.12 0.09 0.41 0.345
H 1.4385 -1.6584 -0.3786 0.51 0.00 -0.23 0.113
H 3.4803 -0.2935 1.4645 0.27 0.07 -0.35 0.243
H 3.0347 0.1897 -0.3031 -0.18 0.48 0.18 0.257
H -0.4683 3.0939 -0.5212 0.40 -0.04 -0.11 0.262
H 0.0661 2.7666 0.9776 0.14 -0.07 0.02 0.252
H -1.2841 2.0996 0.3947 -0.11 0.22 0.35 0.251
N -1.7134 -0.7412 -1.5017 1.86 1.83 0.38 -0.142
C -2.1225 -0.5723 -0.1602 -0.49 -0.50 2.41 -0.335
O -0.9948 -0.5061 0.7855 -0.26 -0.15 -2.36 -0.261
H -1.4100 0.1329 -1.9734 -0.67 -0.56 -0.14 0.341
H -1.0552 -1.4833 -1.7150 -0.13 -0.56 0.11 0.319
H -2.7432 0.2987 0.0550 -0.06 -0.01 -0.73 0.362
H -2.6471 -1.4692 0.1766 -0.15 0.03 -0.10 0.298
```
Forces are in eV/Å.

## Properties
energy above the lowest of the compared OMol25 structures with the same formula, charge and spin = 2.197 eV
multiplicity = 2
<S²> = 0.761
E = -305.85191 hartree
frontier orbital gap (alpha / beta) = 0.355 / 0.133 Ha
net charge = +1
E_HOMO (alpha / beta) = -13.11 / -13.06 eV

# 3
C4H10N4 as an isolated structure, computed with ωB97M-V with the def2-TZVPD basis set.

Geometry as XYZ:
```
18
Properties=species:S:1:pos:R:3:forces:R:3:mulliken_charge:R:1
C -1.4072 -0.2810 -0.5563 -0.67 -3.90 1.97 -0.024
C 1.3328 -0.5043 -1.2586 0.15 0.08 0.53 -1.083
N 0.4977 -0.1708 -0.1135 4.53 5.13 0.40 0.103
N -2.1197 0.5971 -0.0091 -0.79 0.19 0.70 -0.652
C -0.3543 -1.1802 0.4429 -3.34 2.16 -1.61 -0.320
C 0.7744 1.2379 0.4478 -1.15 -3.05 -0.41 -0.017
N -0.7822 -1.1182 1.7921 0.58 -0.10 0.05 -0.671
N 1.3024 2.1358 -0.2599 0.23 -0.56 -0.23 -0.575
H -1.5319 -0.6517 -1.5708 0.51 0.10 -0.18 0.408
H -1.3478 -0.2979 1.9712 -0.16 0.11 -0.19 0.335
H -2.8817 0.9405 -0.5889 0.63 0.38 -0.25 0.227
H -0.0065 -1.1476 2.4454 -0.08 -0.06 0.01 0.255
H 1.4502 3.0275 0.2096 -0.27 -0.35 0.16 0.249
H 0.0134 -2.1655 0.1527 -0.33 0.12 -0.15 0.381
H 0.3977 1.3388 1.4747 0.10 -0.06 -0.36 0.313
H 2.3231 -0.7885 -0.8914 0.18 -0.01 -0.28 0.321
H 0.9254 -1.3582 -1.8014 -0.16 0.17 -0.08 0.407
H 1.4142 0.3861 -1.8866 0.05 -0.34 -0.08 0.343
```
Forces are in eV/Å.

## Properties
energy above the lowest of the compared OMol25 structures with the same formula, charge and spin = 3.434 eV
E = -377.32062 hartree
frontier orbital gap = 0.314 Ha
E_HOMO = -7.54 eV

# 4
A 6-piece molecular cluster, C20H40N4O2S2 overall, computed with ωB97M-V with the def2-TZVPD basis set.

Geometry as XYZ:
```
68
Properties=species:S:1:pos:R:3:forces:R:3:mulliken_charge:R:1
C -8.1260 -2.1264 -1.1203 0.95 -1.01 -0.99 -1.207
C -6.9679 -1.1763 -1.5058 -0.78 -0.64 0.74 -0.230
C -5.8325 -1.9283 -2.1930 -0.15 -0.71 -0.80 -0.375
C -5.3530 -3.1178 -1.4956 -0.05 0.37 0.37 0.184
N -4.9718 -4.0474 -0.9465 0.19 -0.37 0.18 -0.478
H -8.5873 -2.5473 -2.0206 -0.29 0.42 -0.03 0.309
H -8.8814 -1.7123 -0.4645 0.06 0.15 0.05 0.330
H -7.6730 -3.0304 -0.6994 -0.25 0.21 0.61 0.360
H -6.6217 -0.7554 -0.5625 0.18 0.51 -0.26 0.262
H -7.3691 -0.4351 -2.1919 0.34 0.39 0.17 0.274
H -4.9485 -1.3419 -2.4466 -0.20 0.31 0.07 0.309
H -6.2098 -2.3644 -3.1286 0.02 0.39 -0.12 0.312
C 3.7004 -0.6515 0.5486 0.07 0.06 -0.29 -0.698
C 4.0802 0.5195 -0.3441 0.56 0.89 0.05 0.373
C 5.5187 0.9998 -0.1311 1.08 -0.98 0.63 -0.676
C 5.8558 1.5071 1.2189 -0.58 0.31 -0.63 0.229
N 6.1177 1.8401 2.2854 0.01 0.06 0.08 -0.477
H 3.9144 -0.4604 1.6005 -0.01 0.13 -0.01 0.301
H 4.2788 -1.5319 0.2649 -0.10 -0.08 -0.01 0.465
H 2.6402 -0.8798 0.4667 0.02 -0.13 0.00 -0.252
H 3.4610 1.4082 -0.1879 -0.26 -0.31 -0.09 -0.387
H 4.0507 0.3127 -1.4153 -0.38 -0.38 0.07 0.486
H 5.8553 1.6418 -0.9422 -0.07 0.45 0.31 0.421
H 6.2067 0.1415 -0.1677 -0.22 -0.13 -0.39 0.309
C 2.2104 2.1782 2.1501 -0.62 -1.44 0.58 -0.594
C 2.3373 3.6111 1.6026 -0.23 -2.42 1.07 0.264
C 1.4251 4.5910 2.3210 0.05 0.79 -0.84 -0.657
C -0.0150 4.4175 2.0427 0.18 -0.36 0.16 0.191
N -1.1309 4.2725 1.8021 0.35 0.09 0.15 -0.407
H 1.2022 1.7457 2.0661 -0.08 0.46 -0.48 0.189
H 2.4070 1.9390 3.2036 0.44 0.88 0.04 0.460
H 2.8544 1.4829 1.6021 -0.12 0.37 0.14 -0.408
H 2.0653 3.4028 0.5684 0.32 1.12 -0.22 -0.449
H 3.3898 3.8304 1.7746 -0.04 0.67 -0.50 0.499
H 1.6739 5.5854 1.9390 -0.07 0.13 0.22 0.351
H 1.6370 4.5957 3.3877 -0.21 -0.09 0.09 0.361
C 1.0239 4.3183 -1.8822 0.75 0.07 -1.09 -1.446
C 0.6397 2.8629 -1.7197 -0.22 -0.06 0.90 0.248
C -0.7860 2.4868 -2.1989 1.45 -0.47 -0.59 -0.324
C -1.7636 3.4327 -1.6917 0.33 -0.50 -0.17 0.249
N -2.4530 4.2336 -1.2583 -0.53 0.47 0.08 -0.508
H 1.0656 4.5865 -2.9472 -0.41 -0.11 -0.01 0.402
H 2.0882 4.3933 -1.6357 -0.21 0.40 0.61 0.410
H 0.3900 5.0607 -1.4044 0.10 -0.16 0.38 0.343
H 0.6934 2.5560 -0.6685 -0.11 0.24 0.04 -0.146
H 1.4495 2.2929 -2.1832 -0.50 -0.36 -0.43 0.369
H -0.9858 1.4641 -1.8841 -0.37 0.14 0.27 0.144
H -0.7523 2.4585 -3.2908 -0.43 0.32 -0.04 0.394
C -2.6085 -1.6793 0.1934 -0.07 -0.93 -0.04 -0.956
S -1.8617 -0.3583 1.1764 0.42 1.00 -1.00 0.249
O -1.8209 0.9149 0.3705 -0.36 -0.73 0.37 -0.491
C -0.1438 -0.9243 1.1388 -0.17 -0.66 -0.17 -0.742
H -2.4568 -1.6816 -0.8875 0.47 0.49 0.08 0.326
H -3.6843 -1.7777 0.3348 0.02 0.47 0.33 0.305
H -2.1907 -2.6093 0.5899 -0.05 0.00 -0.02 0.357
H 0.3548 -0.6876 0.1980 -0.38 0.34 -0.13 0.204
H -0.1191 -2.0106 1.2279 0.16 0.08 0.50 0.283
H 0.3792 -0.4319 1.9532 0.02 -0.15 0.08 0.342
C 0.7299 -4.7687 0.1248 0.18 -0.33 1.16 -1.050
S 2.3586 -4.1209 0.6778 0.21 0.72 -0.70 0.674
O 2.1385 -3.3872 1.9654 -0.15 -0.51 -0.45 -0.594
C 3.1457 -5.7095 1.0718 -0.99 -0.39 0.26 -0.952
H 0.8248 -5.5963 -0.5741 0.16 0.04 -0.02 0.438
H 0.0524 -4.0203 -0.2773 0.40 0.34 -0.06 0.258
H 0.3191 -5.1093 1.0806 -0.26 -0.24 -0.21 0.327
H 4.1856 -5.7738 0.7721 0.04 0.34 0.01 0.321
H 2.5751 -6.5092 0.5976 0.17 -0.02 -0.08 0.344
H 3.0183 -5.8218 2.1491 0.21 0.04 0.02 0.282
```
Forces are in eV/Å.

## Properties
E = -1951.78763 hartree
frontier orbital gap = 0.338 Ha
E_HOMO = -8.94 eV

# 5
A single C4H5NO2 molecule, computed with ωB97M-V with the def2-TZVPD basis set.

Geometry as XYZ:
```
12
Properties=species:S:1:pos:R:3:forces:R:3:mulliken_charge:R:1
O -2.4396 0.2806 0.1092 0.04 -0.30 0.18 -0.290
C -1.5033 -0.6453 0.1829 0.00 0.42 -0.21 -0.779
C -0.3079 -0.0609 -0.5129 -0.05 -0.04 0.05 0.730
C 0.5274 0.7478 0.5269 -0.18 0.20 0.14 -0.520
N 1.8647 0.1628 0.4644 -0.06 -0.36 -0.29 -0.505
C 1.7716 -0.8251 -0.3197 0.26 0.12 0.16 0.048
O 0.5935 -1.1028 -0.9206 0.04 0.00 -0.01 -0.363
H -3.2073 -0.0378 0.6069 0.07 0.08 -0.09 0.432
H -0.5618 0.5355 -1.3983 -0.05 -0.09 0.13 0.286
H 0.5505 1.8142 0.2923 -0.02 -0.14 0.01 0.300
H 0.1323 0.6337 1.5430 0.02 0.04 -0.10 0.281
H 2.5797 -1.5027 -0.5741 -0.08 0.07 0.03 0.381
```
Forces are in eV/Å.

## Properties
energy above the lowest of the compared OMol25 structures with the same formula, charge and spin = 3.300 eV
E = -360.54816 hartree
frontier orbital gap = 0.357 Ha
E_HOMO = -9.12 eV

# 6
C21H14BaNO7 as an isolated structure, computed with ωB97M-V with the def2-TZVPD basis set.

Geometry as XYZ:
```
44
Properties=species:S:1:pos:R:3:forces:R:3:mulliken_charge:R:1
Ba -1.4159 -1.2698 -0.1821 -0.35 0.44 -0.74 1.869
O -5.9587 -0.9914 -6.5014 -0.05 0.02 0.06 -0.735
C -6.3647 -1.1550 -5.3338 0.06 -0.09 0.04 0.468
O -7.5097 -1.3089 -4.8780 0.04 0.04 -0.04 -0.711
C -5.2309 -1.1808 -4.2659 -0.03 0.03 -0.06 0.170
C -3.9053 -1.0298 -4.6519 0.00 0.00 0.01 -0.547
C -2.9191 -1.0417 -3.6867 0.01 0.01 0.00 -0.406
N -3.1654 -1.1843 -2.3793 -0.04 -0.04 0.11 -0.349
C -4.4493 -1.3379 -1.9998 -0.01 0.02 -0.07 0.369
C -5.4935 -1.3459 -2.9115 0.00 0.01 0.00 -0.316
C -4.7322 -1.4996 -0.5034 -0.09 -0.01 0.03 0.277
O -5.8663 -1.7394 -0.1347 0.07 0.03 -0.03 -0.661
O -3.6915 -1.3626 0.2599 -0.83 -0.10 0.20 -0.786
H -3.6842 -0.9030 -5.7030 0.00 0.00 0.00 0.454
H -1.8751 -0.9245 -3.9682 0.00 -0.01 0.01 0.372
H -6.5124 -1.4722 -2.5758 0.00 0.00 0.01 0.539
O 0.3795 0.4869 0.9781 0.09 0.00 -0.01 -0.620
C 1.6984 0.0143 1.3585 0.01 -0.04 0.02 2.161
C 1.7316 -1.5376 1.1292 0.08 -0.01 0.01 -0.029
O 2.7159 -2.1276 1.5426 -0.03 0.02 0.00 -0.653
O 0.7230 -2.0061 0.5090 1.13 -0.39 0.45 -0.850
C 2.7611 0.6350 0.4623 -0.04 -0.01 -0.05 -0.280
C 4.1071 0.4681 0.7838 0.01 0.00 0.00 -0.103
C 5.0914 1.0016 -0.0295 0.00 0.00 0.00 -0.802
C 4.7497 1.7109 -1.1754 0.00 0.00 0.00 -0.371
C 3.4149 1.8744 -1.5028 0.00 0.00 -0.01 -0.831
C 2.4246 1.3352 -0.6887 0.00 0.00 0.01 -0.417
C 1.9021 0.3918 2.8200 0.00 0.07 -0.04 0.059
C 2.1734 1.7249 3.1264 0.02 -0.01 0.00 -0.240
C 2.2555 2.1504 4.4428 0.00 -0.01 0.03 -0.738
C 2.0763 1.2401 5.4750 0.00 0.02 -0.02 -0.410
C 1.8153 -0.0888 5.1779 -0.01 -0.03 -0.01 -0.797
C 1.7262 -0.5132 3.8589 -0.02 -0.01 0.02 -0.528
H 0.2998 1.3887 1.3087 -0.03 0.05 0.04 0.427
H 4.3707 -0.0999 1.6658 0.00 0.00 0.00 0.449
H 6.1332 0.8612 0.2294 0.00 0.00 0.00 0.380
H 5.5218 2.1281 -1.8089 0.00 0.00 0.00 0.384
H 3.1352 2.4193 -2.3955 0.00 0.00 0.00 0.396
H 1.3849 1.4622 -0.9591 0.00 0.00 0.01 0.445
H 2.3453 2.4347 2.3237 0.00 -0.01 0.00 0.364
H 2.4685 3.1890 4.6616 0.00 0.00 0.00 0.391
H 2.1449 1.5647 6.5053 0.00 0.00 0.00 0.391
H 1.6810 -0.8059 5.9776 0.00 0.00 0.00 0.397
H 1.5426 -1.5556 3.6386 0.00 0.00 0.00 0.419
```
Forces are in eV/Å.

## Properties
E = -1415.81618 hartree
frontier orbital gap = 0.246 Ha
net charge = -1
E_HOMO = -5.19 eV

Q: What is the E in the second record?
A: -305.85191 hartree